A molecular structure, C50H36F12N4O4W in a non-equilibrium geometry, computed with the ωB97M-V functional and the def2-TZVPD basis.

Geometry as XYZ:
```
107
C50H36F12N4O4W, DFT the ωB97M-V functional and the def2-TZVPD basis
W -0.264 0.566 0.178
C -3.231 -2.828 -0.357
O -1.924 -3.289 -0.802
C -1.111 -2.263 -0.598
N -1.549 -1.242 0.015
C -2.942 -1.527 0.424
C -3.181 -1.709 1.906
C -4.032 -0.836 2.572
C -4.359 -1.059 3.906
C -3.843 -2.162 4.574
C -2.979 -3.029 3.913
C -2.646 -2.800 2.588
C 0.266 -2.237 -0.989
C 0.959 -3.205 -1.700
C 2.297 -3.015 -1.954
C 2.921 -1.889 -1.421
C 2.165 -0.990 -0.725
N 0.834 -1.116 -0.544
C 2.690 0.117 0.063
N 1.895 0.836 0.739
C 2.698 1.766 1.564
C 4.145 1.329 1.213
O 3.990 0.264 0.226
C 2.523 3.236 1.255
C 2.363 3.672 -0.055
C 2.364 5.029 -0.338
C 2.522 5.957 0.684
C 2.670 5.524 1.994
C 2.672 4.163 2.278
H -3.665 -3.596 0.270
H -3.856 -2.668 -1.231
H -3.559 -0.707 0.086
H -4.434 0.028 2.047
H -5.025 -0.373 4.419
H -4.107 -2.344 5.610
H -2.559 -3.883 4.434
H -1.957 -3.473 2.082
H 0.426 -4.088 -2.029
H 2.863 -3.736 -2.528
H 3.984 -1.716 -1.531
H 2.459 1.575 2.606
H 4.698 0.932 2.058
H 4.703 2.133 0.751
H 2.213 2.950 -0.851
H 2.221 5.361 -1.361
H 2.515 7.018 0.461
H 2.774 6.243 2.798
H 2.780 3.821 3.303
C -6.427 3.153 2.199
C -5.265 2.726 1.330
C -5.438 2.273 0.031
C -4.369 1.827 -0.731
C -3.062 1.765 -0.218
N -2.010 1.151 -0.882
C -2.138 0.531 -2.146
C -3.246 -0.240 -2.522
C -3.342 -0.872 -3.750
C -2.328 -0.769 -4.685
C -2.417 -1.418 -6.044
C -1.214 -0.023 -4.325
C -1.086 0.613 -3.094
C 0.174 1.442 -2.788
O 0.632 1.297 -1.505
C 1.390 0.978 -3.662
F 1.309 1.362 -4.948
F 1.492 -0.374 -3.649
F 2.552 1.442 -3.177
C -0.095 2.949 -3.150
F -0.790 3.569 -2.217
F -0.773 3.050 -4.310
F 1.065 3.630 -3.304
C -2.856 2.417 1.034
C -3.954 2.843 1.772
C -1.479 3.022 1.356
O -0.437 2.506 0.628
C -1.085 3.019 2.930
F 0.066 2.378 3.168
F -0.893 4.253 3.436
F -2.022 2.426 3.707
C -1.618 4.530 0.920
F -2.438 5.231 1.734
F -2.137 4.618 -0.313
F -0.424 5.133 0.900
H -7.377 2.879 1.738
H -6.380 2.678 3.183
H -6.431 4.236 2.362
H -6.433 2.274 -0.408
H -4.550 1.538 -1.756
H -4.075 -0.347 -1.841
H -4.235 -1.448 -3.980
H -3.290 -2.068 -6.112
H -2.496 -0.666 -6.832
H -1.528 -2.016 -6.253
H -0.428 0.070 -5.063
H -3.789 3.341 2.718
C -0.551 -0.007 2.005
C -0.198 -0.704 3.202
C 0.802 -1.693 3.120
C 1.185 -2.416 4.237
C 0.594 -2.158 5.470
C -0.388 -1.177 5.567
C -0.789 -0.467 4.450
H 1.260 -1.876 2.155
H 1.954 -3.177 4.150
H 0.895 -2.722 6.346
H -0.852 -0.971 6.524
H -1.568 0.281 4.529
```

Kohn-Sham gap (spin up / spin down) ... 0.2117 / 0.2087 hartree
Electronic energy ... -101022.88635 eV
Charge ... 0
Largest force on an atom ... 4.62 eV Å⁻¹


A molecular structure, C15H30CdClN7SSi in a non-equilibrium geometry, computed with the ωB97M-V functional and the def2-TZVPD basis.

Geometry as XYZ:
```
56
C15H30CdClN7SSi, DFT the ωB97M-V functional and the def2-TZVPD basis
Cd 0.411 -0.003 -0.609
N 0.212 0.539 1.730
C -1.152 0.462 2.218
C -1.883 -0.707 1.509
N -1.858 -0.459 0.071
C -3.015 0.267 -0.498
C -3.516 1.504 0.264
N -2.592 2.638 0.182
H 0.898 -0.064 2.206
H 0.629 1.469 1.819
H -1.673 1.372 1.983
H -1.259 0.295 3.311
H -2.902 -0.791 1.927
H -1.376 -1.661 1.699
H -1.857 -1.358 -0.406
H -3.890 -0.406 -0.551
H -2.805 0.527 -1.533
H -3.744 1.193 1.297
H -4.507 1.714 -0.195
H -3.099 3.530 0.252
H -2.107 2.641 -0.699
C 2.342 5.844 -0.351
C 3.135 4.585 -0.243
N 4.396 4.393 -0.511
N 4.555 3.064 -0.319
C 3.458 2.402 0.081
S 3.243 0.814 0.511
N 2.528 3.420 0.111
N 1.212 3.244 0.477
H 2.987 6.693 -0.570
H 1.784 6.085 0.569
H 1.591 5.755 -1.141
H 5.445 2.670 -0.537
H 0.894 4.021 1.014
H 0.606 3.050 -0.350
C 2.752 -2.915 -1.682
Si 1.393 -2.347 -0.525
C 1.968 -2.803 1.206
C -0.186 -3.403 -0.748
C -0.784 -4.168 0.238
C -2.037 -4.755 0.076
C -2.724 -4.582 -1.105
C -2.167 -3.806 -2.127
C -0.921 -3.238 -1.952
H 2.834 -3.981 -1.762
H 3.725 -2.534 -1.309
H 2.610 -2.533 -2.680
H 2.163 -3.859 1.308
H 1.233 -2.563 1.978
H 2.906 -2.272 1.437
H -0.246 -4.366 1.168
H -2.516 -5.289 0.911
H -3.765 -4.954 -1.208
H -2.714 -3.668 -3.032
H -0.484 -2.591 -2.689
Cl -0.130 1.885 -2.221
```

Kohn-Sham gap ... 0.2830 hartree
Electronic energy ... -62274.12616 eV
Charge ... 0
Largest force on an atom ... 1.61 eV Å⁻¹
Relative energy (zero: lowest compared OMol25 entry of this formula, charge and spin) ... 4.43 kJ/mol


A molecular structure, C53H50HgINO2S2Si in a non-equilibrium geometry, computed with the ωB97M-V functional and the def2-TZVPD basis.

Geometry as XYZ:
```
111
C53H50HgINO2S2Si, DFT the ωB97M-V functional and the def2-TZVPD basis
Hg -0.701 2.840 -1.192
C -0.805 1.458 8.606
C -0.729 1.524 7.104
C -1.862 1.301 6.331
C -1.784 1.319 4.945
C -0.562 1.542 4.329
C 0.573 1.793 5.084
C 0.480 1.796 6.463
S -0.532 1.287 2.538
O 0.207 2.441 1.937
C 0.473 -0.205 2.581
C -0.264 -1.295 3.055
C 0.224 -2.581 3.020
C 1.466 -2.855 2.371
C 1.928 -4.161 2.153
C 3.106 -4.403 1.459
C 3.860 -3.336 0.987
C 3.458 -2.034 1.240
C 2.261 -1.756 1.934
C 1.808 -0.403 2.122
C 2.824 0.663 1.977
C 3.743 0.870 3.051
C 3.616 0.178 4.277
C 4.455 0.447 5.327
C 5.467 1.414 5.203
C 5.607 2.109 4.032
C 4.750 1.868 2.936
C 4.843 2.626 1.749
C 3.947 2.436 0.735
C 2.959 1.450 0.850
S 1.759 1.266 -0.461
O 1.954 2.475 -1.327
C 2.528 -0.125 -1.319
C 3.869 -0.245 -1.632
C 4.315 -1.385 -2.283
C 3.437 -2.413 -2.612
C 3.923 -3.679 -3.264
C 2.088 -2.271 -2.297
C 1.634 -1.131 -1.658
H -1.836 1.342 8.938
H -0.395 2.363 9.058
H -0.231 0.609 8.981
H -2.811 1.104 6.815
H -2.666 1.158 4.336
H 1.519 1.981 4.590
H 1.362 1.998 7.061
H -1.234 -1.100 3.505
H -0.347 -3.399 3.443
H 1.345 -4.995 2.529
H 3.439 -5.420 1.284
H 4.764 -3.516 0.417
H 4.056 -1.208 0.877
H 2.832 -0.561 4.386
H 4.329 -0.080 6.266
H 6.125 1.620 6.038
H 6.371 2.873 3.935
H 5.621 3.375 1.665
H 3.985 3.025 -0.174
H 4.562 0.543 -1.361
H 5.367 -1.485 -2.526
H 4.951 -3.580 -3.611
H 3.291 -3.947 -4.111
H 3.881 -4.501 -2.546
H 1.396 -3.069 -2.543
H 0.587 -1.007 -1.401
C -0.700 1.815 -3.135
Si -2.192 0.909 -3.801
C -2.538 -0.700 -2.836
N -2.360 -0.548 -1.399
C -3.473 0.178 -0.769
C -4.032 -0.529 0.460
C -4.414 -1.966 0.108
C -3.198 -2.736 -0.449
C -2.018 -1.793 -0.722
C -3.735 1.998 -3.815
C -3.643 3.366 -3.561
C -4.775 4.162 -3.468
C -6.031 3.602 -3.649
C -6.144 2.247 -3.934
C -5.008 1.457 -4.013
C -1.859 0.270 -5.558
C -2.515 0.767 -6.685
C -2.279 0.241 -7.947
C -1.381 -0.804 -8.112
C -0.703 -1.300 -7.006
C -0.936 -0.762 -5.751
H -0.425 2.602 -3.846
H 0.149 1.127 -3.114
H -1.807 -1.438 -3.179
H -3.535 -1.107 -3.090
H -4.293 0.296 -1.490
H -3.151 1.193 -0.498
H -4.912 0.019 0.805
H -3.296 -0.532 1.266
H -5.207 -1.931 -0.645
H -4.817 -2.475 0.986
H -3.478 -3.242 -1.376
H -2.856 -3.495 0.257
H -1.278 -2.320 -1.328
H -1.525 -1.541 0.214
H -2.667 3.819 -3.426
H -4.675 5.215 -3.237
H -6.918 4.217 -3.570
H -7.121 1.807 -4.090
H -5.111 0.399 -4.231
H -3.225 1.578 -6.566
H -2.801 0.643 -8.807
H -1.206 -1.225 -9.094
H 0.005 -2.112 -7.124
H -0.384 -1.150 -4.901
I -2.122 4.829 -0.068
```

Kohn-Sham gap (spin up / spin down) ... 0.1447 / 0.2535 hartree
Electronic energy ... -103183.08817 eV
Charge ... -1
2S+1 ... 2
Largest force on an atom ... 1.22 eV Å⁻¹
Expectation value of S² ... 0.768